This record from the OMol25 dataset describes 2 unconnected molecules or ions with the total composition C4H13N in a non-equilibrium geometry. The level of theory is ωB97M-V/def2-TZVPD.

## Properties
- relative energy (zero: lowest compared OMol25 entry of this formula, charge and spin) (eV) = 0.4886
- LUMO energy (eV) = 1.2
- SMILES = CNC.CC
- multiplicity = 1

XYZ file:
```
18
C4H13N (ωB97M-V/def2-TZVPD)
C 4.4235 3.3491 2.6163
C 3.8749 2.8708 3.9811
H 5.1211 2.6011 2.2536
H 3.6641 3.5667 1.8771
H 5.0602 4.2223 2.8060
H 3.1375 3.6133 4.2967
H 4.6621 2.7709 4.7180
H 3.3148 1.9463 3.8583
C -4.0619 -2.3650 -2.3894
N -2.8332 -1.8597 -1.7465
C -1.6419 -2.2341 -2.5463
H -3.8998 -2.5347 -3.4617
H -4.8800 -1.6776 -2.1953
H -4.3168 -3.3235 -1.9454
H -2.8671 -0.8488 -1.8506
H -1.8325 -1.9962 -3.5958
H -0.7238 -1.8713 -2.1006
H -1.5520 -3.3310 -2.5086
```

This record from the OMol25 dataset describes 2 unconnected molecules or ions with the total composition C4H13N. The level of theory is ωB97M-V/def2-TZVPD.

## Properties
- relative energy (zero: lowest compared OMol25 entry of this formula, charge and spin) (eV) = 0.2850
- LUMO energy (eV) = 1.1
- SMILES = CNC.CC
- multiplicity = 1

XYZ file:
```
18
C4H13N (ωB97M-V/def2-TZVPD)
C 2.8341 0.6908 -0.5768
C 2.1433 -0.5693 -0.1011
H 2.5188 0.9945 -1.5758
H 3.9128 0.5051 -0.6132
H 2.7030 1.5397 0.0964
H 2.3736 -1.3735 -0.7963
H 2.5937 -0.8950 0.8341
H 1.0685 -0.4883 0.0343
C -2.5146 -1.0287 0.8422
N -1.3950 -0.3671 0.1613
C -1.6135 1.0570 -0.0751
H -2.7319 -0.5125 1.7687
H -3.4034 -1.0759 0.2014
H -2.2333 -2.0655 1.0285
H -1.3238 -0.7732 -0.7651
H -2.4141 1.2909 -0.7945
H -0.7045 1.4817 -0.5161
H -1.8138 1.5893 0.8473
```

This record from the OMol25 dataset describes 3 unconnected molecules or ions with the total composition C4H13N2 in a non-equilibrium geometry. The level of theory is ωB97M-V/def2-TZVPD.

## Properties
- relative energy (zero: lowest compared OMol25 entry of this formula, charge and spin) (eV) = 2.1029
- LUMO energy (alpha / beta) (eV) = 1.1 / -0.5
- multiplicity = 2

XYZ file:
```
19
C4H13N2 (ωB97M-V/def2-TZVPD)
C -0.4731 -0.5674 1.7462
N -1.5440 -0.3273 0.8117
C 0.6409 -0.1760 0.8331
N -1.9995 2.1891 -1.0938
C 2.7805 -0.4866 -0.4544
C 1.6085 -0.9651 0.3320
H -0.5835 -1.6081 2.0535
H -0.5918 0.1235 2.6172
H -2.4709 -0.6472 1.0730
H -0.9674 -0.5505 -1.9952
H 0.5995 0.8542 0.4726
H -2.7993 2.1425 -1.7272
H -1.9344 1.3090 -0.4958
H -2.0731 3.0491 -0.5789
H 2.8571 -0.9134 -1.5045
H 3.7118 -0.8526 0.0177
H 2.9023 0.5671 -0.4904
H -1.3020 -1.1590 -2.3191
H 1.6382 -1.9813 0.7024
```

This record from the OMol25 dataset describes 2 unconnected molecules or ions with the total composition C4H13N2 in a non-equilibrium geometry. The level of theory is ωB97M-V/def2-TZVPD.

## Properties
- relative energy (zero: lowest compared OMol25 entry of this formula, charge and spin) (eV) = 3.5891
- LUMO energy (alpha / beta) (eV) = 0.3 / 0.1
- multiplicity = 2

XYZ file:
```
19
C4H13N2 (ωB97M-V/def2-TZVPD)
C 1.5258 1.9242 1.1607
N 0.1192 1.6812 0.7120
H 1.6998 3.0022 1.2988
H 1.6938 1.4170 2.1206
H 2.2085 1.5117 0.4058
H -0.1123 2.3238 -0.0314
H -0.5081 1.9480 1.4546
H -0.1331 0.6651 0.2971
C 0.5309 -2.3805 0.3911
C 0.2299 -1.4784 -0.5285
N -0.7943 -0.5146 -0.3575
C -1.5170 0.0332 -1.5001
H -0.0802 -2.5375 1.2934
H 1.3316 -3.1147 0.2068
H 0.5506 -1.6118 -1.5547
H -1.4773 -0.9423 0.2953
H -2.1782 0.8338 -1.1531
H -0.7627 0.4795 -2.2450
H -2.1250 -0.7324 -2.0096
```

This record from the OMol25 dataset describes 2 unconnected molecules or ions with the total composition C4H13N2 in a non-equilibrium geometry. The level of theory is ωB97M-V/def2-TZVPD.

## Properties
- relative energy (zero: lowest compared OMol25 entry of this formula, charge and spin) (eV) = 0.7630
- LUMO energy (alpha / beta) (eV) = 1.1 / 1.1
- multiplicity = 2

XYZ file:
```
19
C4H13N2 (ωB97M-V/def2-TZVPD)
C 2.2446 -0.0300 -0.5974
C 1.9779 -0.7410 0.7587
C -0.4334 -0.6179 1.4146
N 0.5904 -1.1738 0.7199
H 2.0794 -0.7199 -1.4372
H 1.4672 0.7312 -0.6381
H 3.2139 0.4570 -0.6664
H 2.6734 -1.5351 1.0097
H 1.9783 0.0506 1.5245
H -1.4200 -1.0409 1.3319
H -0.1695 0.1288 2.1428
H 0.3737 -1.9062 0.0652
C -2.4130 0.4530 -0.8987
N -1.3736 1.3913 -0.4423
H -3.3200 0.9359 -1.3046
H -2.7573 -0.1327 -0.0552
H -2.0142 -0.2313 -1.6419
H -0.8714 1.7714 -1.2388
H -1.8262 2.2094 -0.0466
```

This record from the OMol25 dataset describes a gas-phase ion, C4H13N2 (charge +1) in a non-equilibrium geometry. The level of theory is ωB97M-V/def2-TZVPD.

## Properties
- relative energy (zero: lowest compared OMol25 entry of this formula, charge and spin) (eV) = 1.3875
- LUMO energy (eV) = -3.7
- net charge = +1
- SMILES = NCCCC[NH3+]
- multiplicity = 1

XYZ file:
```
19
C4H13N2 (ωB97M-V/def2-TZVPD)
C 0.2218 -0.9324 -1.1441
C -0.4419 0.4692 -1.0308
C -0.7737 0.8540 0.4345
C 0.4297 0.8607 1.4224
N 1.6143 1.4670 0.8257
N -0.6631 -2.0870 -0.7871
H 1.0118 -1.0370 -0.3954
H 0.7283 -1.1247 -2.1455
H 0.1885 1.2698 -1.4303
H -1.3383 0.4507 -1.6616
H -1.5487 0.2112 0.9222
H -1.2396 1.8800 0.5555
H 0.1318 1.3487 2.3824
H 0.5961 -0.1465 1.8200
H 1.5132 2.4704 0.8763
H 2.4643 1.1531 1.2684
H -0.8988 -1.9914 0.1982
H -1.6248 -2.0660 -1.1701
H -0.3709 -3.0499 -0.9407
```

This record from the OMol25 dataset describes a gas-phase ion, C4H13N2 (charge +1) in a non-equilibrium geometry. The level of theory is ωB97M-V/def2-TZVPD.

## Properties
- relative energy (zero: lowest compared OMol25 entry of this formula, charge and spin) (eV) = 0.6293
- LUMO energy (eV) = -3.0
- net charge = +1
- SMILES = C[NH2+]CCCN
- multiplicity = 1

XYZ file:
```
19
C4H13N2 (ωB97M-V/def2-TZVPD)
C 0.3098 0.1500 -1.9445
C 0.8517 -0.8722 -0.9358
C 0.9213 -0.3188 0.4736
C -0.4679 0.4217 2.4578
N -0.4429 -0.1180 1.0904
N -1.0373 0.6395 -1.5662
H 0.9116 1.0403 -1.9182
H 0.2616 -0.2807 -2.9268
H 1.8933 -1.0111 -1.2065
H 0.3271 -1.8118 -1.0783
H 1.4684 -0.9622 1.1536
H 1.3828 0.6613 0.5203
H -0.2605 1.4875 2.4202
H -1.4784 0.3026 2.8408
H 0.1908 -0.1090 3.1049
H -0.9377 -0.9913 0.9877
H -0.9186 0.5392 0.4277
H -1.7023 -0.1238 -1.6598
H -1.2729 1.3568 -2.2409
```

This record from the OMol25 dataset describes 2 unconnected molecules or ions with the total composition C4H13N2 in a non-equilibrium geometry. The level of theory is ωB97M-V/def2-TZVPD.

## Properties
- relative energy (zero: lowest compared OMol25 entry of this formula, charge and spin) (eV) = 4.5394
- LUMO energy (alpha / beta) (eV) = -4.4 / -4.6
- net charge = +1
- multiplicity = 1

XYZ file:
```
19
C4H13N2 (ωB97M-V/def2-TZVPD)
C -0.1316 -1.2923 -1.6359
C -1.0005 0.6212 1.5296
C 0.1828 1.4963 -0.3836
C -0.3442 -0.8938 -0.2422
N 1.9862 -0.4172 0.8015
N -0.7768 0.4611 0.0785
H 0.3819 -0.5414 -2.2324
H -1.0970 -1.4971 -2.1261
H 0.4329 -2.2230 -1.6729
H -0.0529 0.4485 2.0374
H -1.3429 1.6294 1.7487
H -1.7436 -0.0863 1.8897
H -0.1386 2.4779 -0.0471
H 1.1532 1.2459 0.0553
H 0.2580 1.5035 -1.4678
H -0.5902 -1.6376 0.4968
H 2.5542 -0.8112 0.0613
H 1.9345 -1.1274 1.5246
H -1.6652 0.6435 -0.4154
```

This record from the OMol25 dataset describes 2 unconnected molecules or ions with the total composition C4H13N2O in a non-equilibrium geometry. The level of theory is ωB97M-V/def2-TZVPD.

## Properties
- relative energy (zero: lowest compared OMol25 entry of this formula, charge and spin) (eV) = 2.8581
- LUMO energy (alpha / beta) (eV) = 0.4 / 0.3
- multiplicity = 2

XYZ file:
```
20
C4H13N2O (ωB97M-V/def2-TZVPD)
C 0.0470 1.8400 1.3783
C 0.9472 0.7237 0.8640
C 0.3354 -0.4710 0.1984
C 1.0901 -1.6248 -0.0247
N 0.5821 -2.6580 -0.9506
N -0.1952 2.8804 0.3828
H 0.5616 2.3256 2.1971
H -0.9008 1.4026 1.6669
H 1.6645 0.4261 1.6430
H 1.6575 1.1567 0.1211
H -0.5510 -0.2718 -0.3956
H 2.0227 -1.9378 0.4100
H 1.3050 -2.9557 -1.6083
H 0.2578 -3.5125 -0.4917
H -0.1735 -2.2266 -1.4873
H 0.0134 3.8261 0.6246
H -0.7448 2.6792 -0.4279
H -2.6595 -0.7961 -2.1144
H -2.8535 -0.0222 -0.7987
O -2.4060 -0.7838 -1.1868
```

This record from the OMol25 dataset describes 2 unconnected molecules or ions with the total composition C4H13N2O. The level of theory is ωB97M-V/def2-TZVPD.

## Properties
- relative energy (zero: lowest compared OMol25 entry of this formula, charge and spin) (eV) = 1.6563
- LUMO energy (eV) = -2.7
- net charge = +1
- multiplicity = 1

XYZ file:
```
20
C4H13N2O (ωB97M-V/def2-TZVPD)
C -2.4482 0.2380 -0.0311
C 0.0528 -1.0431 1.2627
C -0.0601 -1.2001 -1.1680
C -1.1833 0.6078 -0.0140
N 2.4596 1.0637 -0.0574
N -0.0224 -0.2967 -0.0065
O -0.6981 1.8693 -0.0095
H 2.3878 2.0496 -0.2817
H -3.2257 0.9806 -0.0408
H -2.7668 -0.7849 -0.0329
H 0.2037 -0.3495 2.0885
H -0.8698 -1.5983 1.4311
H 0.8876 -1.7415 1.2277
H -0.9537 -1.8239 -1.1354
H -0.0766 -0.6151 -2.0852
H 0.8158 -1.8447 -1.1679
H 3.0698 0.6379 -0.7477
H 2.9263 0.9875 0.8402
H 0.8938 0.3237 -0.0646
H -1.3927 2.5397 -0.0076
```

This record from the OMol25 dataset describes a gas-phase ion, C4H13N2O (charge +1) in a non-equilibrium geometry. The level of theory is ωB97M-V/def2-TZVPD.

## Properties
- relative energy (zero: lowest compared OMol25 entry of this formula, charge and spin) (eV) = 1.2207
- LUMO energy (eV) = -2.9
- net charge = +1
- SMILES = NCC[C@@H]([NH3+])CO
- multiplicity = 1

XYZ file:
```
20
C4H13N2O (ωB97M-V/def2-TZVPD)
C 1.6417 1.3007 -0.0561
O 2.8353 0.5182 -0.2352
C 0.5655 0.2749 0.2398
C -0.8495 0.6904 -0.1655
C -1.8888 -0.1097 0.6288
N -1.9952 -1.4474 0.0392
N 0.8506 -1.0363 -0.4180
H 1.4775 1.8351 -0.9842
H 1.7696 1.9481 0.8095
H 3.6297 1.0528 -0.2788
H 0.6178 0.0326 1.2969
H -0.9692 0.4362 -1.2208
H -0.9517 1.7579 -0.0040
H -2.8208 0.4477 0.7491
H -1.5466 -0.2450 1.6486
H 0.0629 -1.6676 -0.1705
H -2.4799 -1.3769 -0.8447
H -2.5610 -2.0753 0.5317
H 1.7608 -1.4004 -0.1321
H 0.8514 -0.9359 -1.4336
```

This record from the OMol25 dataset describes 2 unconnected molecules or ions with the total composition C4H13N2O in a non-equilibrium geometry. The level of theory is ωB97M-V/def2-TZVPD.

## Properties
- relative energy (zero: lowest compared OMol25 entry of this formula, charge and spin) (eV) = 3.4891
- LUMO energy (eV) = -3.0
- net charge = +1
- multiplicity = 1

XYZ file:
```
20
C4H13N2O (ωB97M-V/def2-TZVPD)
C 2.1964 -0.2588 1.1269
C 0.3911 -0.8805 -1.4613
C -1.3624 -0.7831 -0.0001
C 0.7403 0.2586 1.0009
N -2.2642 1.0094 -0.3691
N -0.0985 -0.4948 -0.1278
O 0.6704 1.5880 0.6757
H 2.2674 -1.0696 1.9152
H 2.5766 0.5171 1.6433
H 2.7727 -0.3738 0.1923
H -0.5040 -1.2283 -2.1132
H 0.6371 -0.1160 -2.0721
H 1.1070 -1.7394 -1.4098
H -3.2880 1.1022 -0.6041
H -1.8263 -1.4807 -0.6998
H -1.6234 -0.8952 0.9800
H 0.2041 0.1949 1.9862
H -2.1135 1.4754 0.5619
H -1.6042 1.4253 -1.0161
H 1.1213 1.7497 -0.2092
```

Question: Number 6 is which compound?
Answer: C4H13N2